one | 24
Properties=species:S:1:pos:R:3:mulliken_charge:R:1 method="wB97M-V/def2-TZVPD" charge=0 gap_ha=0.3255 smiles="COC(=C(C#N)C#N)C(C)(C)C"
O -0.808 1.619 0.166 -0.403
N -2.822 -2.791 0.167 -0.575
N -4.529 0.855 -0.230 -0.524
C -0.947 0.282 0.100 0.112
C -3.516 0.369 0.092 -0.178
C 0.144 -1.353 -1.428 -1.659
C 1.467 0.354 -0.207 -2.095
C -1.829 2.608 0.210 -0.812
C 0.246 -0.622 -0.101 2.019
C -2.487 -1.713 0.309 -0.262
C -2.312 -0.325 0.242 0.989
C 0.535 -1.552 1.094 -1.565
H -0.337 -1.548 1.709 0.411
H -2.478 2.522 -0.737 0.382
H -0.532 -0.831 -2.168 0.295
H 0.674 -2.504 0.627 0.373
H -1.338 3.571 0.255 0.238
H 1.474 1.142 0.495 0.392
H 1.283 0.677 -1.197 0.533
H 1.344 -1.160 1.604 0.471
H 2.351 -0.248 -0.128 0.527
H -0.298 -2.304 -1.173 0.510
H 1.167 -1.513 -1.676 0.486
H -2.428 2.673 1.176 0.334


two | 24
Properties=species:S:1:pos:R:3:mulliken_charge:R:1 method="wB97M-V/def2-TZVPD" charge=0 gap_ha=0.2388 smiles="C=C[C@@H](C#N)[C@@H](C#N)C[C@H](C)O"
O 0.608 -2.597 1.990 -0.546
N 1.161 -0.867 -3.540 -0.496
N -0.872 1.970 1.668 -0.494
C 1.007 -1.079 0.064 -0.930
C 0.620 -0.702 -2.462 0.010
C 1.386 -0.320 2.521 -1.203
C -0.051 1.241 -0.900 0.374
C 0.008 -0.370 -0.990 0.253
C -0.515 1.816 0.515 -0.082
C 0.412 -1.222 1.565 0.170
C -2.602 1.629 -1.558 -0.607
C -1.189 1.733 -1.970 -0.444
H -0.695 -0.876 1.647 0.344
H 2.047 -0.594 0.011 0.338
H 1.414 0.780 2.206 0.320
H 1.151 -2.168 -0.321 0.367
H 0.953 1.663 -1.269 0.470
H 2.436 -0.766 2.417 0.346
H -3.086 0.590 -1.745 0.237
H -0.041 -3.204 1.569 0.330
H -3.192 2.466 -1.050 0.278
H -0.881 2.166 -2.994 0.353
H 0.980 -0.454 3.595 0.307
H -1.048 -0.817 -0.996 0.306


How do the energies compare? Relative to the most stable structure, in hartree: one 0.0000; two 0.1779.


one | 23
Properties=species:S:1:pos:R:3:mulliken_charge:R:1 method="wB97M-V/def2-TZVPD" charge=+1 gap_ha=0.3228 smiles="C=[N+]1N=CC=C1C(C)(C)C"
N -0.705 -1.834 -1.155 0.788
N -1.179 -2.018 -2.391 -0.954
C -0.518 -0.146 1.624 -1.774
C -0.380 -2.763 -0.339 -0.141
C -0.035 1.921 0.124 -1.851
C -1.111 -0.912 -3.046 -0.199
C 0.138 0.345 0.271 1.705
C -0.381 -0.149 -0.988 -0.136
C 1.674 -0.112 0.396 -1.572
C -0.596 0.245 -2.236 -0.212
H 2.178 0.210 -0.545 0.430
H 1.837 -1.130 0.495 0.403
H -1.118 2.015 -0.105 0.494
H 2.241 0.467 1.111 0.452
H 0.286 2.239 1.124 0.490
H -0.525 1.297 -2.586 0.405
H 0.860 2.235 -0.495 0.413
H 0.185 -0.350 2.459 0.347
H -1.203 -0.980 1.567 0.550
H -0.514 -3.797 -0.692 0.385
H -0.279 -2.439 0.737 0.161
H -1.117 0.732 1.952 0.426
H -1.276 -0.883 -4.172 0.390


two | 23
Properties=species:S:1:pos:R:3:mulliken_charge:R:1 method="wB97M-V/def2-TZVPD" charge=+1 gap_ha=0.3364 smiles="CN1C[NH2+][C@@H]2C=CC=C[C@@H]21"
N 0.114 1.601 -0.342 -0.147
N -1.486 -0.041 0.008 -0.029
C 0.743 0.638 0.617 0.066
C 2.475 -0.871 -0.255 -0.076
C -0.935 0.702 -1.069 -0.779
C 2.159 0.361 0.179 -0.987
C 0.236 -1.900 -0.333 -0.957
C 1.555 -1.903 -0.603 -0.407
C -0.320 -0.745 0.551 -0.103
C -2.486 0.484 0.896 -1.077
H -2.685 -0.049 1.729 0.392
H 0.751 1.856 -1.094 0.411
H 0.502 0.856 1.704 0.366
H -3.362 0.567 0.360 0.394
H -1.551 1.395 -1.505 0.468
H 1.970 -2.660 -1.188 0.461
H 2.948 1.058 0.301 0.440
H -2.226 1.445 1.141 0.391
H 3.477 -1.220 -0.589 0.318
H -0.554 -2.543 -0.476 0.550
H -0.408 2.341 0.233 0.388
H -0.321 -1.319 1.536 0.528
H -0.594 -0.053 -1.800 0.389


How do the energies compare? Relative to the most stable structure, in hartree: one 0.0130; two 0.0000.


one | 19
Properties=species:S:1:pos:R:3:mulliken_charge:R:1 method="wB97M-V/def2-TZVPD" charge=0 gap_ha=0.3417 smiles="C=CC(N)(CS)CS"
S 2.480 -1.381 -0.245 -0.255
S 1.965 1.741 -0.038 -0.253
N 0.179 -0.515 1.639 -0.707
C 0.300 1.298 -0.078 -0.830
C -1.597 -0.387 0.043 -0.318
C 0.711 -1.133 -0.754 -0.842
C -0.128 -0.231 0.173 1.245
C -2.555 0.202 -0.583 -0.748
H 1.587 3.038 0.679 0.168
H 1.265 -0.969 1.784 0.351
H -2.412 1.098 -1.187 0.248
H -0.314 1.838 0.737 0.373
H -0.324 -1.572 1.692 0.346
H -1.841 -1.319 0.791 -0.064
H 0.334 -2.212 -0.787 0.369
H 3.244 -0.029 -0.320 0.176
H 0.745 -0.638 -1.810 0.267
H -3.528 -0.362 -0.604 0.241
H -0.109 1.533 -1.133 0.232


two | 19
Properties=species:S:1:pos:R:3:mulliken_charge:R:1 method="wB97M-V/def2-TZVPD" charge=0 gap_ha=0.2985
S 1.216 1.627 -0.094 -0.360
S 1.835 -1.044 -0.055 -0.036
N -3.087 -0.369 -0.333 -0.410
C -1.777 -0.011 0.255 -0.569
C 0.740 0.049 -0.499 0.438
C -0.659 -0.477 -0.743 -0.489
C -4.275 -0.017 0.631 -0.688
C 3.261 -0.414 0.613 -0.827
H 2.882 -0.199 1.812 0.280
H 4.178 -1.168 0.596 0.297
H -4.105 -0.603 1.556 0.265
H 3.594 0.931 0.233 0.276
H -5.160 0.086 -0.060 0.302
H -1.659 -0.840 1.093 0.222
H -1.594 1.045 0.513 0.441
H -3.232 0.083 -1.182 0.253
H -1.222 -0.300 -1.860 0.195
H -0.692 -1.694 -0.512 0.187
H -3.941 1.135 0.983 0.222


How do the energies compare? Relative to the most stable structure, in hartree: one 0.0000; two 0.0436.